A structure of composition C48H62FN2O18Pb in a non-equilibrium geometry. Source: the OMol25 dataset; level of theory: wB97M-V/def2-TZVPD.

Structure (XYZ):
```
132
Properties=species:S:1:pos:R:3:forces:R:3
Pb 0.126889 -0.478307 -0.313080 -0.32 -0.96 0.38
C -1.424651 -4.198167 -2.664120 -0.15 5.44 6.48
C -0.817831 -5.163397 -3.325710 0.67 -3.21 -7.00
C 0.697419 -5.546737 -3.109450 1.33 -3.89 -1.77
O 1.291989 -6.545357 -3.711840 -2.78 2.79 1.22
C 1.481539 -4.792767 -2.258120 -2.54 4.41 2.33
C 0.828299 -3.565697 -1.561920 1.07 -4.09 -2.47
C -0.741491 -3.410427 -1.655020 0.70 -2.19 -2.67
O -1.294231 -2.492597 -0.991930 0.01 0.72 0.85
O 1.491629 -2.686307 -0.982370 -0.05 0.72 0.56
O -1.427901 -5.508747 -4.415660 1.95 -0.54 2.45
H -2.428831 -3.829567 -2.813000 -0.19 -0.54 -0.52
H 2.529019 -5.055807 -2.259110 0.15 0.43 0.44
F 0.162869 1.750183 0.782690 -0.11 0.51 0.16
C 3.787199 -0.260407 0.394240 0.65 0.58 0.14
O 2.508879 -0.731147 0.720190 -0.10 -0.48 2.22
C 2.525329 -1.376877 2.006000 -0.01 -1.68 -0.07
C 1.347399 -2.340807 2.213040 0.74 0.57 -0.30
N 0.093579 -1.659657 2.195530 -1.83 0.46 0.03
C -0.967671 -2.628407 2.439300 -0.35 -0.27 1.59
C -0.954031 -3.073847 3.951730 -0.48 -1.69 0.15
O -0.956301 -2.044427 4.919040 0.48 1.59 -0.56
C -0.863301 -2.445067 6.262590 0.03 0.67 0.18
H 3.587329 0.528703 -0.330650 0.75 -0.37 -0.36
H 4.458499 -1.085027 0.154540 -0.26 -0.03 -1.00
H 4.343429 0.211783 1.204020 -0.60 0.42 0.63
H 2.678579 -0.716897 2.859840 -0.46 0.67 -0.26
H 3.368509 -2.062747 2.088080 0.57 0.02 -0.49
H 1.463659 -2.875547 3.155720 0.52 -0.01 0.20
H 1.290129 -3.094867 1.428050 0.45 0.06 -0.16
H 0.019209 -1.044117 2.992820 0.47 0.76 -0.08
H -0.786751 -3.460117 1.758400 -0.08 -0.26 0.57
H -1.993861 -2.318107 2.242470 0.40 0.64 -0.33
H -0.145161 -3.784007 4.123540 0.58 0.17 0.13
H -1.819801 -3.665297 4.249610 -0.50 -0.36 -0.85
H -0.960291 -1.609487 6.955780 -0.26 0.75 -0.58
H 0.152149 -2.753027 6.511850 -0.09 -1.11 -0.13
H -1.713641 -3.059537 6.558300 0.38 -0.86 -0.12
C 2.302919 0.282493 -2.936860 4.52 0.01 1.45
O 1.009139 -0.020037 -2.717350 -0.88 -0.03 -0.61
C 0.228949 0.174453 -3.831340 -2.70 -0.12 -1.33
C -1.159921 -0.346987 -3.489140 1.10 0.28 -1.00
N -1.513211 0.254993 -2.216300 -0.56 -2.24 -0.43
C -2.907031 -0.047917 -1.937810 -0.54 1.61 1.83
C -3.329351 0.469193 -0.524040 0.20 -0.94 -0.81
O -2.632221 -0.265547 0.516560 -0.21 1.58 0.27
C -2.832761 0.342173 1.832330 -0.43 -1.25 -0.23
H 2.644749 1.314823 -3.011340 -0.99 0.63 -0.34
H 2.892049 -0.275657 -3.664520 -0.95 -0.23 -0.77
H 2.839539 -0.038087 -2.043900 -0.07 -0.08 0.22
H 0.539579 -0.302187 -4.761080 0.71 -0.35 0.21
H 0.036299 1.211433 -4.106380 0.75 0.67 0.34
H -1.160531 -1.431807 -3.595280 -0.14 -0.22 1.12
H -1.825821 -0.042657 -4.296640 -0.32 0.37 -0.16
H -1.237731 1.226623 -2.228360 -0.73 0.51 0.05
H -3.212571 -1.093437 -1.978330 1.04 -0.21 -0.01
H -3.550811 0.427663 -2.677710 -0.27 0.40 -0.08
H -4.403041 0.281593 -0.533700 -0.26 -0.13 0.71
H -3.193571 1.544093 -0.404630 0.33 0.12 -0.02
H -2.591651 1.398753 1.948930 0.17 0.07 -0.59
H -2.266561 -0.227147 2.569480 0.39 0.06 -0.32
H -3.862301 0.159773 2.140360 -0.32 0.29 -0.18
C -2.445061 5.643453 1.059570 -0.39 0.53 -0.42
C -1.805531 4.573323 0.531690 0.81 -1.25 0.06
C -1.488071 4.467533 -0.805180 -0.19 -1.09 -0.84
C -1.876151 5.489343 -1.698950 -0.13 -0.86 1.20
C -2.737171 6.479853 -1.202020 0.46 0.62 1.15
C -3.004591 6.570873 0.187440 0.80 -1.03 0.48
O -3.804551 7.508903 0.736190 -0.99 1.68 -1.13
O -0.935961 3.238873 -1.242690 -0.69 2.03 -1.03
H -2.522691 5.711603 2.134620 -0.41 0.15 0.11
H -1.574431 3.736593 1.174240 0.36 -0.09 0.10
H -1.518141 5.446703 -2.716990 -0.30 0.10 -0.15
H -3.073891 7.312563 -1.801690 -0.10 -0.12 -0.29
H -3.796451 7.587573 1.692920 0.41 -0.56 -0.08
H -0.521901 2.786353 -0.504190 0.34 -0.51 1.09
C -1.140951 3.651183 5.119920 0.21 -1.39 -0.12
C -0.473381 2.974783 4.115160 -0.08 -0.55 0.30
C -0.035441 1.631983 4.285180 -1.06 2.88 0.17
C -0.265241 1.040163 5.500080 0.95 -0.56 -0.49
C -0.870191 1.724293 6.540260 -0.07 -0.61 0.16
C -1.309801 3.002093 6.367620 -0.24 0.57 -1.54
O -1.972721 3.619663 7.384180 0.07 0.65 0.37
O 0.580119 1.002483 3.297420 0.93 -1.46 0.31
H -1.606921 4.552073 4.748880 -0.09 0.49 0.93
H -0.358721 3.525973 3.193510 0.23 -0.34 -0.37
H 0.171109 0.052623 5.527460 -0.40 -0.30 0.67
H -1.089521 1.249413 7.485130 0.19 -0.09 0.13
H -1.641751 4.515343 7.285060 -0.49 0.45 0.57
H 0.314809 1.328483 2.434320 -0.15 0.51 -1.23
C 4.515639 3.917453 0.055700 1.44 0.32 0.38
C 5.063529 4.495463 -1.061440 -0.99 0.70 -1.23
C 4.250749 4.905363 -2.149880 -0.35 -0.64 1.94
C 2.854499 4.667593 -2.007800 1.02 -1.45 0.03
C 2.395029 3.814753 -0.962840 0.26 1.40 -0.55
C 3.204509 3.514763 0.116700 -0.77 -0.23 -0.58
O 2.779979 2.788203 1.158120 0.98 -0.27 1.31
O 4.811669 5.451163 -3.262220 -0.72 0.26 -1.10
H 5.243979 3.865743 0.851470 -0.42 -0.72 0.54
H 6.132369 4.650093 -1.053010 0.11 0.25 -0.25
H 2.127079 4.902353 -2.770780 0.22 0.26 -0.26
H 1.368779 3.479463 -0.935030 -0.06 0.17 -0.18
H 1.836459 2.641043 1.256690 -0.69 -0.06 -0.76
H 5.575999 6.014733 -3.121580 -0.03 -0.19 0.56
C -6.390941 -3.778067 1.583940 2.23 0.50 -1.77
C -5.020921 -4.167987 1.740230 -1.00 0.98 -1.31
C -4.081581 -3.805867 0.735640 0.23 -0.70 1.58
C -4.443011 -3.154867 -0.410830 -0.73 0.14 -0.51
C -5.733821 -2.679787 -0.569350 1.59 -1.54 0.78
C -6.681501 -3.036327 0.392740 0.96 0.38 0.30
O -7.893291 -2.540427 0.128080 -2.70 0.20 0.80
O -2.750951 -4.050547 0.910080 -0.87 -1.17 0.70
H -7.063201 -4.023387 2.392820 -0.45 0.17 -0.39
H -4.760521 -4.736517 2.620780 0.36 0.06 -0.03
H -3.716461 -3.119487 -1.209120 0.11 0.45 0.08
H -5.888281 -2.139317 -1.491540 -0.86 0.10 0.03
H -7.863381 -1.907667 -0.593250 0.17 -0.15 0.01
H -2.273331 -3.591947 0.214980 0.43 0.43 -0.57
C 4.330669 -2.488507 -5.642070 1.22 0.05 0.23
C 3.880599 -2.663047 -4.343350 -0.53 0.07 -0.69
C 4.502279 -2.055557 -3.276070 0.17 -0.73 1.34
C 5.728669 -1.347917 -3.484830 -0.44 -1.13 -0.09
C 6.283929 -1.263587 -4.776340 -2.05 -0.23 0.52
C 5.562869 -1.861037 -5.815660 1.11 -0.38 -0.69
O 6.210299 -2.105597 -7.040740 -0.65 0.62 0.28
O 3.999629 -2.321267 -2.004330 3.43 1.59 -0.21
H 3.926639 -2.972397 -6.518990 -0.27 -0.20 0.18
H 3.100729 -3.369707 -4.100800 -0.47 0.15 -0.19
H 6.437049 -1.153547 -2.693110 -0.55 0.55 0.53
H 7.172919 -0.670207 -4.931260 0.30 -0.34 -0.13
H 7.148719 -1.965757 -6.894430 0.04 0.08 -0.06
H 3.167259 -2.685897 -1.694800 -1.36 -0.23 -0.94
```
Positions in Å, forces in eV/Å.

Values from the calculation:
HOMO-LUMO gap: 6.13 eV
energy: -98578.13492 eV
total charge: -1
E_HOMO: -4.44 eV